{"formula": "C20H28N4O4S", "method": "the ωB97M-V functional and the def2-TZVPD basis", "e_homo_ev": -8.36, "gap_ha": 0.307, "fmax_ev_per_a": 15.670, "species": ["C", "H", "H", "H", "C", "N", "C", "O", "C", "H", "H", "O", "N", "C", "N", "C", "C", "C", "C", "C", "C", "C", "O", "H", "H", "H", "H", "S", "C", "C", "O", "N", "C", "H", "C", "H", "H", "H", "H", "C", "C", "H", "H", "H", "H", "H", "H", "H", "C", "H", "C", "H", "H", "H", "H", "H", "H"], "coordinates": [[-3.5715, -1.3294, 1.9294], [-2.8191, -1.4631, 2.7039], [-4.1100, -0.3827, 1.9876], [-4.1870, -2.2504, 1.7192], [-2.7579, -1.2776, 0.4402], [-1.9451, -2.3029, 0.3750], [-0.6963, -2.2204, 0.8649], [-0.2132, -1.1100, 1.2067], [0.3435, -3.1285, 0.1439], [0.0027, -4.1609, -0.0337], [1.0970, -3.0904, 1.0348], [0.9113, -2.6131, -1.0739], [1.8767, -1.8011, -0.9054], [1.4467, -0.3190, -1.2072], [2.1209, 0.6495, -1.3339], [3.3035, 0.5738, -0.5090], [4.1849, 1.6063, -0.5156], [5.3623, 1.6738, 0.0864], [6.0120, 0.6451, 0.4613], [5.1274, -0.5673, 0.5868], [3.8404, -0.5978, -0.2000], [2.9759, -1.7208, -0.0206], [3.4103, -2.7934, 0.2907], [5.4605, -1.5002, 1.0364], [6.8880, 0.6942, 0.7293], [6.0783, 2.6502, 0.0437], [3.7574, 2.4989, -0.9756], [-0.1340, -0.2663, -1.9732], [-0.4932, 1.2914, -2.2563], [-1.4342, 1.9418, -1.4078], [-2.6296, 2.0118, -1.8575], [-1.1207, 2.6383, -0.5074], [0.2824, 2.8376, 0.1704], [0.4554, 3.7404, 0.2159], [0.3859, 2.0589, 1.5151], [1.4985, 2.4151, 1.8609], [-0.1792, 2.6004, 2.0947], [0.1693, 1.0885, 1.7189], [0.9529, 2.3964, -0.5171], [-2.2533, 3.5303, 0.4084], [-2.9623, 2.4429, 1.3275], [-3.7247, 1.9055, 0.7642], [-2.5649, 1.9093, 1.9228], [-3.8080, 3.0022, 1.7237], [-2.8578, 3.9575, -0.5177], [-1.4992, 4.0982, 0.9172], [0.6477, 1.6883, -2.3152], [-0.6915, 1.1711, -3.3399], [-2.4296, -3.2419, -0.5068], [-3.6639, -3.2560, -0.1663], [-2.1775, -3.1996, -1.9545], [-2.6647, -4.0375, -2.4599], [-2.4170, -2.2577, -2.4015], [-1.0730, -3.3594, -2.0238], [-1.9521, -4.3429, 0.1120], [-2.1185, -0.1190, 0.9385], [-3.4432, -1.0083, -0.3505]], "atomic_forces_ev_per_a": [[0.094, -1.315, -3.620], [-0.191, -0.015, -0.036], [-0.280, -0.427, 0.360], [0.027, 1.025, 1.253], [-2.017, 9.497, 7.039], [2.964, -0.713, -0.168], [1.995, 3.047, -4.376], [-0.631, -2.124, 1.503], [0.849, -1.074, 4.294], [0.442, 0.610, -0.157], [-0.521, -0.728, -2.208], [-2.641, -3.500, 1.024], [1.752, 9.984, 0.009], [-4.771, -7.249, -1.595], [5.244, 4.938, 2.622], [0.242, 1.859, -4.151], [-3.886, 3.864, -1.131], [2.604, 7.479, -2.108], [-9.084, -8.909, 0.597], [0.254, 1.170, -2.893], [3.269, -0.712, 5.956], [0.104, -4.605, -3.349], [0.680, -1.682, 2.596], [-0.029, 0.207, -0.178], [8.910, -0.081, 3.139], [-2.341, -1.853, -0.104], [0.312, 0.117, 0.103], [-0.205, -7.018, 1.387], [5.240, 2.477, -3.662], [-6.614, -2.628, -8.760], [0.373, -1.123, 0.310], [4.052, 8.468, 12.547], [-3.943, -11.710, -1.739], [1.466, 9.150, 0.999], [5.931, 3.675, -2.593], [-2.369, -1.440, -0.493], [-3.199, 2.833, 3.818], [-0.251, -3.101, -0.618], [0.856, -0.232, -0.679], [1.142, -4.417, -3.415], [-7.543, 9.189, -9.470], [0.975, -0.879, -1.058], [6.014, -6.510, 7.782], [0.356, 0.686, 1.487], [0.914, -0.603, 2.679], [-0.510, 1.004, 0.333], [-2.569, 0.226, 0.316], [-1.042, 1.281, 0.677], [-3.479, -6.665, 3.965], [3.241, -0.515, -1.466], [1.888, -0.883, -0.195], [-0.068, 0.265, 0.102], [-0.248, 0.546, -0.302], [-0.809, 0.260, -0.616], [-1.867, 2.646, -2.583], [-1.359, -3.467, -2.844], [0.276, -0.326, -0.329]]}